Entry 1:
Formula: C15H33GePtSi3
Source: OMol25
Level of theory: wB97M-V/def2-TZVPD

Atoms and positions in Å:
1 Pt -0.0091 -0.0382 -2.1092
2 C 0.5054 -1.3257 -4.0764
3 C 1.3909 -0.2277 -4.0796
4 C 0.8828 1.0870 -4.0842
5 C -0.5091 1.3056 -4.0841
6 C -1.3951 0.2092 -4.0833
7 C -0.8889 -1.1072 -4.0792
8 H 0.8931 -2.3340 -4.1305
9 H 2.4575 -0.3993 -4.1365
10 H 1.5618 1.9269 -4.1455
11 H -0.8983 2.3132 -4.1430
12 H -2.4626 0.3730 -4.1434
13 H -1.5667 -1.9483 -4.1356
14 C -4.4470 0.8238 0.3458
15 Si -3.3301 1.9251 1.2707
16 C -3.0934 1.6676 3.0570
17 C -2.8237 3.5039 0.5180
18 Ge 0.0005 0.0060 0.0676
19 Si 0.0015 -3.8384 1.2556
20 C 1.5141 -4.2545 0.3312
21 C 0.1058 -3.5059 3.0424
22 C -1.6184 -4.1938 0.5038
23 Si 3.3318 1.9272 1.2770
24 C 4.4486 0.7023 0.5233
25 C 2.9908 1.8494 3.0633
26 C 2.9319 3.4441 0.3523
27 H -5.4417 1.2828 0.4778
28 H -4.5118 -0.1870 0.7468
29 H -4.2547 0.7958 -0.7265
30 H -3.9617 2.1793 3.5083
31 H -2.2048 2.1456 3.4680
32 H -3.1496 0.6263 3.3723
33 H -3.7071 4.1528 0.6449
34 H -2.6308 3.4464 -0.5532
35 H -1.9967 3.9965 1.0280
36 H 2.4219 -3.8055 0.7323
37 H 1.4421 -4.0731 -0.7410
38 H 1.6138 -5.3455 0.4626
39 H 1.0349 -3.0330 3.3584
40 H 0.0979 -4.5144 3.4920
41 H -0.7533 -2.9769 3.4538
42 H -1.6655 -3.9978 -0.5673
43 H -2.4595 -3.7259 1.0138
44 H -1.7357 -5.2836 0.6310
45 H 4.4635 -0.2606 1.0325
46 H 5.4514 1.1447 0.6506
47 H 4.3025 0.5647 -0.5480
48 H 2.9629 0.8403 3.4733
49 H 2.1159 2.4164 3.3792
50 H 3.8671 2.3469 3.5150
51 H 2.8118 3.2916 -0.7200
52 H 3.8254 4.0781 0.4840
53 H 2.0879 4.0038 0.7536

<S²>: 0.76
Gap between HOMO and LUMO (alpha / beta) (eV): 7.0 / 6.5
Charge: +4
E_LUMO (alpha / beta) (hartree): -0.4937 / -0.5212
Electronic energy (eV): -99443.3823
2S+1: 2


Entry 2:
Formula: C10H18ClIN2O2PSc
Source: OMol25
Level of theory: wB97M-V/def2-TZVPD

Atoms and positions in Å:
1 C -0.4321 -0.7652 -0.9745
2 C 0.8567 -0.2851 -1.6421
3 H -0.7486 -1.7110 -1.4400
4 H -1.2483 -0.0371 -1.0685
5 H -0.2904 -0.9691 0.0952
6 O 1.7290 -1.1251 -2.0565
7 I 1.6654 1.4307 -0.6021
8 Sc -2.5372 0.4963 1.9463
9 P 0.3647 0.7154 -3.3762
10 C 1.8161 1.6466 -3.9438
11 C -0.0658 -0.5117 -4.6431
12 H -1.9183 1.1581 -2.6883
13 H -1.3788 2.2173 -4.0256
14 H -0.8211 2.5354 -2.3398
15 C -1.0810 1.7584 -3.0688
16 H -1.0570 -0.9468 -4.4510
17 H -0.0757 -0.0316 -5.6365
18 H 1.6841 1.8917 -5.0107
19 H 2.7048 1.0098 -3.8274
20 H 0.6857 -1.3126 -4.6290
21 H 1.9320 2.5609 -3.3452
22 C 2.3635 -1.2403 0.9510
23 O 3.4092 -0.9908 1.3372
24 Cl -4.6132 1.0905 1.2768
25 C 0.2196 0.1684 5.7887
26 N -0.2083 -0.5475 4.5831
27 C 0.0721 -1.8516 4.2179
28 C -0.5542 -2.0713 3.0306
29 N -1.2915 -0.9441 2.7002
30 C -0.9201 0.0144 3.6006
31 H -0.5963 0.2198 6.5274
32 H 1.0788 -0.3493 6.2284
33 H 0.5199 1.1870 5.5184
34 H 0.7123 -2.5029 4.8135
35 H -0.6335 -2.9452 2.4161
36 H -1.3425 1.0377 3.7380

Gap between HOMO and LUMO (alpha / beta) (eV): 3.9 / 9.1
Charge: +2
E_LUMO (alpha / beta) (hartree): -0.3397 / -0.2480
Electronic energy (eV): -68332.8751
2S+1: 1
Energy above the lowest of the compared OMol25 structures with the same formula, charge and spin (kcal/mol): 0.0


Entry 3:
Formula: C38H53FeN3OP
Source: OMol25
Level of theory: wB97M-V/def2-TZVPD

Atoms and positions in Å:
1 Fe 0.5963 0.9065 -0.0026
2 C -1.4905 0.3043 1.1057
3 C -2.2437 0.7765 0.0111
4 C -2.2525 2.2587 0.1116
5 C -1.5004 2.5874 1.2377
6 C -1.0591 1.4194 1.8993
7 C -0.4195 1.3528 3.2571
8 C 0.4854 0.1176 3.3611
9 C 0.4046 2.6128 3.5431
10 C -1.5559 1.2425 4.2912
11 C -2.9452 3.3455 -0.6939
12 C -2.7528 4.7230 -0.0404
13 C -4.4687 3.1120 -0.7423
14 C -2.3770 3.4512 -2.1228
15 C -3.0246 -0.2097 -0.8410
16 C -2.3398 -1.5859 -0.8312
17 C -3.1775 0.1733 -2.3183
18 C -4.4135 -0.3752 -0.1831
19 H -1.4460 -0.7243 1.4303
20 H -1.3664 3.5892 1.6091
21 H 1.1775 0.0590 2.5099
22 H -0.1106 -0.7934 3.3915
23 H 1.0761 0.1592 4.2762
24 H 1.2009 2.7295 2.8025
25 H 0.8636 2.5355 4.5281
26 H -0.2187 3.5074 3.5419
27 H -2.1771 0.3670 4.0983
28 H -2.1881 2.1302 4.2629
29 H -1.1333 1.1535 5.2928
30 H -3.1866 4.7540 0.9598
31 H -3.2665 5.4709 -0.6436
32 H -1.7022 5.0163 0.0128
33 H -4.8634 2.9778 0.2660
34 H -4.7473 2.2542 -1.3450
35 H -4.9469 3.9898 -1.1765
36 H -1.3777 3.8926 -2.0956
37 H -3.0172 4.1031 -2.7178
38 H -2.3123 2.4875 -2.6170
39 H -1.2906 -1.4949 -1.1173
40 H -2.8326 -2.2379 -1.5522
41 H -2.4016 -2.0820 0.1375
42 H -2.1944 0.2655 -2.7864
43 H -3.7328 1.0916 -2.4722
44 H -3.7192 -0.6185 -2.8353
45 H -4.3047 -0.7058 0.8509
46 H -4.9839 -1.1300 -0.7258
47 H -4.9808 0.5526 -0.1865
48 N 2.9210 1.2538 0.5369
49 C 3.2942 2.6740 0.6487
50 C 2.5194 3.4616 -0.3869
51 N 1.0853 3.2123 -0.1769
52 H 3.2679 0.7461 1.3451
53 H 3.4055 0.8548 -0.2607
54 H 4.3640 2.8364 0.5080
55 H 3.0334 3.0248 1.6485
56 H 2.7864 3.1229 -1.3901
57 H 2.7745 4.5196 -0.3042
58 H 0.5354 3.6855 -0.8858
59 H 0.8085 3.6153 0.7148
60 O 0.1917 1.6334 -2.4515
61 N 0.5445 0.3001 -2.2591
62 C 0.7140 -0.4217 -3.2865
63 C 1.1699 -1.8039 -3.2372
64 C 1.2794 -2.4632 -4.4649
65 C 1.7997 -3.7403 -4.5433
66 C 2.2631 -4.3604 -3.3929
67 C 2.1612 -3.7164 -2.1694
68 C 1.5844 -2.4533 -2.0606
69 P 1.4058 -1.7852 -0.3480
70 C 0.4164 -3.0896 0.4764
71 C 0.2809 -3.0024 1.8631
72 C -0.4990 -3.9125 2.5587
73 C -1.1709 -4.9158 1.8764
74 C -1.0622 -4.9956 0.4963
75 C -0.2875 -4.0823 -0.2042
76 C 3.1380 -2.0511 0.2014
77 C 3.5083 -2.7695 1.3325
78 C 4.8514 -2.8862 1.6717
79 C 5.8283 -2.2871 0.8925
80 C 5.4646 -1.5765 -0.2451
81 C 4.1286 -1.4558 -0.5862
82 H 0.1515 1.8567 -3.3971
83 H 0.5576 0.0087 -4.2794
84 H 0.9565 -1.9618 -5.3698
85 H 1.8603 -4.2453 -5.4975
86 H 2.7053 -5.3465 -3.4409
87 H 2.5292 -4.2041 -1.2756
88 H 0.8053 -2.2270 2.4062
89 H -0.5813 -3.8357 3.6354
90 H -1.7811 -5.6277 2.4156
91 H -1.5880 -5.7684 -0.0488
92 H -0.2416 -4.1646 -1.2794
93 H 2.7583 -3.2677 1.9315
94 H 5.1345 -3.4562 2.5468
95 H 6.8713 -2.3835 1.1619
96 H 6.2264 -1.1292 -0.8709
97 H 3.8473 -0.9327 -1.4971

<S²>: 8.77
Gap between HOMO and LUMO (alpha / beta) (eV): 8.0 / 6.5
Charge: +2
E_LUMO (alpha / beta) (hartree): -0.2015 / -0.2666
Electronic energy (eV): -90445.5131
2S+1: 6


Entry 4:
Formula: C11H18N2
Source: OMol25
Level of theory: wB97M-V/def2-TZVPD

Atoms and positions in Å:
1 C -0.4983 1.3989 3.8170
2 C -1.6580 1.7259 3.2174
3 C 0.6197 0.9772 3.0327
4 C -1.8309 1.5240 1.8702
5 C 0.4441 0.7799 1.6186
6 C 1.2484 0.2626 0.4912
7 C -0.9520 0.5527 -0.1671
8 C -1.9431 -1.7527 0.4636
9 C 1.6972 -1.4225 -2.3399
10 C 0.6779 1.3795 -1.6854
11 C 0.4783 -1.1034 -1.4256
12 N -0.8205 1.0603 1.1011
13 N 0.3914 0.3074 -0.7776
14 H -0.5858 1.3251 4.9389
15 H -2.4729 2.1488 3.8233
16 H 1.6029 0.5879 3.4450
17 H -2.5988 1.9045 1.2620
18 H 2.1457 0.8771 0.3933
19 H 1.5619 -0.7847 0.7607
20 H -1.6574 0.8084 -0.9187
21 H -2.5668 -2.0601 -0.3586
22 H -2.3079 -1.2429 1.3154
23 H -1.0396 -2.2949 0.5680
24 H 1.4533 -2.5109 -2.4898
25 H 1.7455 -0.8723 -3.3117
26 H 2.5895 -1.3227 -1.8119
27 H 0.0104 1.2470 -2.5943
28 H 0.2156 2.3271 -1.2663
29 H 1.6544 1.5864 -1.8843
30 H 0.5192 -1.6804 -0.5590
31 H -0.4009 -1.2353 -2.0368

Gap between HOMO and LUMO (alpha / beta) (eV): 8.3 / 7.4
Charge: +2
E_LUMO (alpha / beta) (hartree): -0.3066 / -0.3341
Electronic energy (eV): -14657.8563
2S+1: 1
Energy above the lowest of the compared OMol25 structures with the same formula, charge and spin (kcal/mol): 67.1